Entry from the Open Molecules 2025 dataset: C6H10OS in the gas phase at a distorted geometry (the ωB97M-V functional and the def2-TZVPD basis).

The geometry in XYZ format:
```
18
Properties=species:S:1:pos:R:3
C 0.0344 0.7454 0.8857
H 0.1252 1.3651 1.7632
H -1.9470 -1.3258 -0.3817
C -0.8584 1.2318 -0.3087
H 2.1302 -1.4698 -0.5371
S 2.6867 -0.3211 -0.0300
C -0.4250 -0.7184 1.1398
H 1.6046 1.7829 -0.2205
H -0.7842 2.3245 -0.3500
H -0.6054 -2.4325 -0.1113
C 0.2038 0.5120 -1.1765
O -0.1421 -0.8604 -1.3095
H -1.9165 0.9240 -0.3700
H 0.4680 0.9026 -2.1625
C -0.8585 -1.3740 -0.1872
H 0.3146 -1.3866 1.6046
C 1.2389 0.7676 -0.0673
H -1.2690 -0.6673 1.8190
```

Values from the calculation:
energy relative to the best compared isomer or geometry (same formula, charge and spin)	141.7	kJ/mol
strongest force on any atom	1.3	eV Å⁻¹
HOMO energy	-0.3260	Ha
structure (SMILES)	S[C@@H]1[C@@H]2CCO[C@H]1C2
2S+1	1
lowest unoccupied orbital energy	0.884	eV
orbital gap	9.76	eV